# C20H26BeN6O12S3Zn2

A molecular structure, C20H26BeN6O12S3Zn2 in a non-equilibrium geometry (ωB97M-V/def2-TZVPD, OMol25).

Results
HOMO energy (alpha / beta): -3.85 / -5.51 eV
gap between HOMO and LUMO (alpha / beta): 5.4 / 7.0 eV
total charge: -1
2S+1: 2
calculated total energy: -184415.8434 eV

XYZ file:
```
70
C20H26BeN6O12S3Zn2 (ωB97M-V/def2-TZVPD)
Zn -24.2932 -32.9530 -13.1832
Zn -24.9490 -28.8055 -12.2136
Be -24.2049 -30.6014 -7.6669
S -25.2113 -28.1280 -9.0807
O -23.8814 -28.3576 -8.5150
O -25.7938 -26.9225 -8.5230
O -25.2369 -27.9896 -10.5578
O -25.9380 -29.3196 -8.7042
S -24.4434 -31.8449 -10.9426
O -25.3675 -32.6860 -11.6778
O -23.2534 -32.3610 -11.5426
O -24.6025 -30.4728 -11.3353
O -24.3689 -32.0250 -9.4772
S -24.6110 -30.8919 -14.6625
O -24.7385 -30.7670 -16.1201
O -25.5148 -31.9464 -14.2248
O -23.4042 -31.5618 -14.1853
O -24.8260 -29.6558 -13.9046
C -20.4532 -30.1063 -10.8868
C -21.2345 -30.4011 -9.6773
N -21.8356 -30.7066 -8.7651
H -21.1017 -30.0775 -11.7625
H -19.5840 -30.7626 -10.9301
H -20.2301 -29.0439 -10.7893
C -28.7960 -32.8046 -7.0620
C -27.3461 -32.5228 -7.0948
N -26.1669 -32.4236 -7.1194
H -29.0049 -33.6892 -7.6637
H -29.4777 -31.9729 -7.2397
H -29.0751 -33.1393 -6.0630
N -27.7552 -33.4687 -13.7347
C -28.4869 -33.6696 -14.8916
C -29.5114 -34.5488 -14.5572
C -29.4120 -34.8112 -13.1742
C -28.2443 -34.2412 -12.6692
H -27.0466 -32.7526 -13.6633
H -28.3655 -33.0916 -15.7958
H -30.2439 -34.9774 -15.2251
H -30.1311 -35.3929 -12.6165
H -27.7262 -34.2430 -11.7216
N -28.1180 -30.6043 -9.5915
C -28.2183 -31.8108 -10.2305
C -29.5688 -32.1784 -10.1987
C -30.3055 -31.1346 -9.6181
C -29.3783 -30.1391 -9.3574
H -27.2466 -30.1322 -9.3970
H -27.3612 -32.3624 -10.5876
H -29.9926 -33.1134 -10.5344
H -31.3689 -31.0713 -9.4405
H -29.4495 -29.1849 -8.8565
N -22.7559 -34.3611 -9.4572
C -22.1300 -35.3313 -10.2158
C -22.5591 -36.5475 -9.7022
C -23.2999 -36.3557 -8.5390
C -23.4604 -34.9706 -8.4353
H -22.8271 -33.3896 -9.7240
H -21.5286 -35.0248 -11.0588
H -22.2675 -37.5333 -10.0331
H -23.7569 -37.0922 -7.8947
H -23.9690 -34.3382 -7.7226
N -25.0722 -35.3150 -13.6588
C -24.7099 -34.6144 -14.7454
C -23.2900 -34.3542 -14.6408
C -22.9345 -34.7620 -13.3688
C -24.0762 -35.1951 -12.7030
H -25.9592 -35.7586 -13.4675
H -25.3822 -34.4912 -15.5816
H -22.5069 -33.9716 -15.2786
H -21.9225 -34.5452 -13.0604
H -24.1809 -35.6048 -11.7092
```

# C4H6N4

A molecular structure, C4H6N4 in a non-equilibrium geometry (ωB97M-V/def2-TZVPD, OMol25).

Results
HOMO energy: -8.47 eV
energy relative to the best compared isomer or geometry (same formula, charge and spin): 8.287 eV
gap between HOMO and LUMO: 8.6 eV
total charge: 0
2S+1: 1
calculated total energy: -10197.6523 eV

XYZ file:
```
14
C4H6N4 (ωB97M-V/def2-TZVPD)
C 1.4268 -0.2388 -0.3181
C 1.0639 1.1163 -0.0384
C -0.7464 0.1342 -0.1468
C 0.1098 -0.8134 -0.1978
H 2.7936 -1.1872 1.4444
H 3.4828 0.1391 -0.1294
H 1.6317 1.9327 0.1263
H -0.6203 2.3552 -0.4696
H -0.4705 -1.8846 0.0408
H -2.0968 -1.5622 -0.4569
N 2.8110 -0.8941 0.1086
N -0.1875 1.3325 0.0966
N -2.1134 0.2459 0.3359
N -2.7737 -0.8248 -0.0196
```